{"formula": "C41H46Be2BrCl4F6N2O10P", "method": "ωB97M-V/def2-TZVPD", "charge": 2, "mol_weight_g_mol": 1111.5, "symbols": ["C", "C", "P", "C", "C", "C", "C", "O", "C", "C", "C", "C", "C", "C", "C", "C", "C", "C", "C", "O", "C", "C", "C", "C", "C", "F", "C", "C", "F", "F", "C", "F", "F", "F", "C", "O", "H", "H", "H", "H", "H", "H", "H", "H", "H", "H", "H", "H", "H", "H", "H", "H", "H", "H", "H", "H", "H", "H", "H", "H", "H", "H", "H", "Be", "Cl", "C", "C", "Cl", "H", "H", "H", "H", "N", "C", "C", "C", "C", "C", "H", "H", "H", "H", "H", "Cl", "C", "C", "C", "O", "C", "C", "C", "O", "H", "H", "H", "H", "C", "C", "N", "H", "H", "H", "O", "Cl", "O", "O", "O", "O", "H", "H", "H", "Br", "Be"], "coordinates": [[-4.97, 4.18, 2.38], [-4.56, 3.86, 0.89], [-3.98, 2.10, 0.58], [-4.40, 1.02, 2.04], [-2.12, 2.06, 0.50], [-1.58, 1.68, -0.72], [-0.17, 1.63, -0.95], [0.47, 1.27, -2.17], [0.65, -0.21, -2.09], [1.23, -0.78, -3.43], [0.86, 0.12, -4.67], [2.81, -0.81, -3.42], [3.40, -1.54, -2.19], [2.86, -2.99, -2.00], [4.97, -1.57, -2.38], [0.64, 1.98, 0.14], [0.09, 2.35, 1.39], [-1.28, 2.39, 1.59], [1.11, 2.71, 2.48], [0.94, 2.28, 3.61], [2.28, 3.55, 2.00], [2.82, 3.17, 0.77], [3.93, 3.83, 0.19], [4.48, 4.89, 0.89], [3.94, 5.26, 2.13], [4.56, 6.26, 2.75], [2.84, 4.65, 2.73], [2.21, 4.99, 4.05], [0.85, 5.06, 4.00], [2.53, 3.94, 4.92], [2.67, 6.30, 4.77], [1.83, 6.45, 5.84], [3.89, 6.21, 5.30], [2.51, 7.37, 4.01], [2.18, 2.02, 0.02], [2.79, 1.18, -0.60], [-4.26, 3.68, 3.06], [-5.98, 3.78, 2.55], [-4.93, 5.26, 2.55], [-5.50, 4.03, 0.29], [-3.81, 4.60, 0.53], [-5.17, 1.46, 2.70], [-3.50, 0.70, 2.61], [-4.85, 0.11, 1.62], [-2.25, 1.43, -1.54], [1.25, -0.44, -1.20], [-0.35, -0.64, -1.91], [0.84, -1.80, -3.57], [-0.34, 0.51, -4.62], [0.91, -0.45, -5.61], [1.53, 0.99, -4.75], [3.11, -1.28, -4.38], [3.18, 0.23, -3.46], [3.20, -0.99, -1.26], [1.77, -3.08, -2.19], [2.99, -3.24, -0.93], [3.45, -3.68, -2.63], [5.36, -2.60, -2.32], [5.24, -1.07, -3.32], [5.42, -0.99, -1.55], [-1.68, 2.70, 2.56], [4.28, 3.49, -0.79], [5.35, 5.43, 0.45], [-4.75, 5.34, -0.87], [4.08, -6.26, -2.03], [3.87, -7.43, -0.70], [2.89, -6.92, 0.33], [3.51, -5.53, 1.22], [4.85, -7.62, -0.26], [3.51, -8.35, -1.14], [2.67, -7.77, 1.09], [1.94, -6.63, -0.12], [-1.94, -4.11, -3.25], [-1.81, -5.24, -2.55], [-2.43, -5.48, -1.34], [-3.23, -4.47, -0.81], [-3.38, -3.29, -1.51], [-2.71, -3.16, -2.72], [-1.17, -6.00, -3.00], [-2.30, -6.41, -0.82], [-3.74, -4.62, 0.14], [-3.99, -2.48, -1.13], [-2.80, -2.26, -3.31], [3.88, -8.44, 2.40], [-10.19, 0.67, 2.22], [-9.12, 1.40, 1.89], [-8.19, 0.95, 0.83], [-7.21, 1.61, 0.52], [-8.48, -0.33, 0.15], [-9.54, -1.06, 0.49], [-10.49, -0.61, 1.55], [-11.45, -1.28, 1.84], [-10.88, 0.98, 2.99], [-8.89, 2.34, 2.37], [-7.79, -0.65, -0.62], [-9.78, -2.02, -0.01], [6.45, -8.69, -4.30], [5.18, -9.40, -4.12], [4.18, -9.96, -3.97], [6.97, -9.07, -5.18], [6.26, -7.62, -4.44], [7.08, -8.83, -3.43], [8.09, 8.06, -0.43], [7.11, 7.66, 0.55], [6.87, 6.23, 0.44], [5.87, 8.36, 0.32], [7.60, 7.96, 1.87], [1.78, 1.71, 6.38], [1.76, 1.97, 7.33], [1.97, 2.48, 5.79], [0.95, 1.26, 6.12], [-1.41, 0.78, -3.55], [-10.17, -2.75, -1.45]]}


{"formula": "C3H5N3", "method": "ωB97M-V/def2-TZVPD", "e_above_lowest_ev": 3.1045, "mol_weight_g_mol": 83.1, "symbols": ["C", "C", "N", "N", "N", "C", "H", "H", "H", "H", "H"], "coordinates": [[-1.64, -0.42, 0.01], [-0.15, -0.09, -0.02], [0.73, -1.00, -0.15], [1.97, -0.64, -0.34], [1.91, 1.20, -0.08], [0.65, 1.32, 0.01], [-2.16, 0.22, 0.72], [-2.10, -0.27, -0.97], [-1.85, -1.47, 0.29], [2.53, -1.10, 0.40], [0.07, 2.26, 0.12]]}


{"formula": "C3H10N2O", "method": "ωB97M-V/def2-TZVPD", "e_above_lowest_ev": 1.0546, "mol_weight_g_mol": 90.1, "smiles": "NC[C@H](N)CO", "symbols": ["N", "C", "C", "N", "C", "O", "H", "H", "H", "H", "H", "H", "H", "H", "H", "H"], "coordinates": [[-1.72, -0.45, -0.69], [-1.22, -0.01, 0.64], [0.26, 0.38, 0.57], [0.39, 1.60, -0.25], [1.13, -0.75, 0.09], [2.49, -0.36, -0.11], [-2.68, -0.12, -0.77], [-1.72, -1.49, -0.77], [-1.36, -0.79, 1.41], [-1.82, 0.84, 0.98], [0.58, 0.66, 1.61], [1.36, 1.80, -0.43], [-0.07, 1.39, -1.13], [1.11, -1.57, 0.80], [0.74, -1.08, -0.89], [2.52, -0.07, -1.07]]}


{"formula": "C4H35N2O13", "method": "ωB97M-V/def2-TZVPD", "e_above_lowest_ev": 6.1503, "charge": 1, "mol_weight_g_mol": 319.3, "symbols": ["N", "C", "C", "C", "N", "C", "O", "H", "H", "H", "H", "H", "H", "H", "H", "H", "H", "H", "H", "H", "O", "H", "H", "O", "H", "H", "O", "H", "H", "O", "H", "H", "O", "H", "H", "O", "H", "H", "O", "H", "H", "O", "H", "H", "O", "H", "H", "O", "H", "H", "O", "H", "H", "O"], "coordinates": [[-1.34, -0.07, 0.38], [-0.91, -1.03, 1.47], [-2.25, -1.61, 1.94], [0.17, -1.96, 0.89], [0.82, -2.88, 1.76], [1.44, -2.81, 3.08], [0.76, -2.01, -0.23], [-1.81, 0.71, 0.66], [3.25, 0.18, -0.50], [-2.10, -0.42, -0.02], [-0.54, -0.36, 2.24], [-2.98, -0.84, 1.67], [-2.52, -2.63, 1.45], [-2.40, -1.92, 3.06], [1.53, -3.26, 1.03], [0.94, -2.05, 3.74], [2.52, -2.48, 3.11], [1.24, -3.83, 3.45], [3.18, -2.54, -3.59], [3.72, -3.28, -2.21], [3.26, -2.52, -2.64], [-2.01, 0.66, -4.67], [-1.42, 1.00, -3.33], [-1.59, 1.39, -4.34], [-1.01, 2.69, 3.04], [-1.30, 1.40, 3.95], [-1.54, 1.86, 3.13], [-2.73, 2.52, -1.04], [-2.95, 1.04, -1.14], [-2.88, 1.76, -0.63], [1.28, 3.59, 3.11], [0.53, 4.53, 2.38], [0.32, 3.70, 2.76], [0.82, 0.76, -2.35], [1.18, 0.12, -1.10], [0.37, 0.46, -1.59], [1.40, 0.49, 2.20], [3.58, -0.92, -1.50], [2.92, -0.56, -0.88], [-1.76, -1.74, -2.27], [-3.29, -1.73, -2.54], [-2.59, -1.23, -2.17], [2.70, 2.61, 0.56], [2.06, 2.93, -0.60], [2.77, 2.47, -0.35], [1.25, 1.75, 3.02], [-0.43, 0.11, -0.17], [1.73, 1.35, 2.28], [0.55, -1.63, -2.17], [0.59, -2.91, -2.78], [-0.09, -2.17, -2.64], [-1.76, 4.34, -2.48], [-1.35, 3.38, -3.67], [-1.32, 3.58, -2.76]]}


{"formula": "C63H75IN8O22S2", "method": "ωB97M-V/def2-TZVPD", "mol_weight_g_mol": 1487.4, "smiles": "CCOCCO[C@@H]1[C@H](CCCI)S(=O)(=O)O[C@](CCO)(CCCCOC=O)[C@@]1(S)CCCN.O=[N+]([O-])c1ccccc1.O=[N+]([O-])c1ccccc1.O=[N+]([O-])c1ccccc1.O=[N+]([O-])c1ccccc1.O=[N+]([O-])c1ccccc1.O=[N+]([O-])c1ccccc1.O=[N+]([O-])c1ccccc1", "symbols": ["C", "C", "O", "C", "C", "O", "C", "C", "C", "C", "C", "I", "S", "O", "O", "O", "C", "C", "C", "O", "C", "C", "C", "C", "O", "C", "O", "C", "S", "C", "C", "C", "N", "H", "H", "H", "H", "H", "H", "H", "H", "H", "H", "H", "H", "H", "H", "H", "H", "H", "H", "H", "H", "H", "H", "H", "H", "H", "H", "H", "H", "H", "H", "H", "H", "H", "H", "H", "H", "H", "H", "H", "H", "O", "N", "O", "C", "C", "C", "C", "C", "C", "H", "H", "H", "H", "H", "O", "N", "O", "C", "C", "C", "C", "C", "C", "H", "H", "H", "H", "H", "O", "N", "O", "C", "C", "C", "C", "C", "C", "H", "H", "H", "H", "H", "O", "N", "O", "C", "C", "C", "C", "C", "C", "H", "H", "H", "H", "H", "O", "N", "O", "C", "C", "C", "C", "C", "C", "H", "H", "H", "H", "H", "O", "N", "O", "C", "C", "C", "C", "C", "C", "H", "H", "H", "H", "H", "O", "N", "O", "C", "C", "C", "C", "C", "C", "H", "H", "H", "H", "H"], "coordinates": [[-4.67, 1.45, 4.21], [-5.25, 2.96, 4.07], [-6.21, 3.00, 2.98], [-5.68, 3.66, 1.81], [-4.34, 2.98, 1.23], [-3.92, 3.57, -0.04], [-2.70, 2.87, -0.48], [-1.42, 3.83, -0.45], [-1.77, 5.41, -0.47], [-0.48, 6.33, -0.08], [-1.03, 7.58, 0.76], [0.58, 8.61, 1.88], [-0.17, 3.28, -1.70], [0.80, 4.35, -2.13], [0.67, 2.23, -0.99], [-0.76, 2.56, -3.07], [-2.21, 2.52, -3.16], [-2.48, 1.33, -4.26], [-2.12, 1.73, -5.76], [-2.44, 0.59, -6.63], [-2.79, 3.90, -3.75], [-1.76, 4.79, -4.61], [-1.34, 6.19, -3.97], [-0.26, 6.86, -4.99], [0.97, 6.10, -5.05], [2.12, 6.92, -5.08], [3.18, 6.38, -5.49], [-3.00, 2.06, -1.83], [-4.85, 2.38, -2.19], [-2.95, 0.49, -1.50], [-1.50, -0.15, -1.30], [-0.99, -0.18, 0.25], [0.27, -0.99, 0.34], [-4.51, 1.21, 5.33], [-3.69, 1.34, 3.61], [-5.44, 0.67, 3.85], [-4.41, 3.73, 3.89], [-5.72, 3.24, 5.08], [-5.56, 4.78, 2.03], [-6.48, 3.58, 0.98], [-4.55, 1.85, 1.14], [-3.49, 3.16, 1.97], [-2.53, 2.08, 0.35], [-0.92, 3.67, 0.58], [-2.51, 5.62, 0.39], [-2.29, 5.76, -1.42], [0.13, 6.61, -1.01], [0.12, 5.68, 0.66], [-1.79, 7.27, 1.56], [-1.55, 8.35, 0.07], [-1.74, 0.50, -3.96], [-3.52, 0.87, -4.17], [-1.02, 2.05, -5.86], [-2.78, 2.59, -6.14], [-2.93, 0.91, -7.42], [-3.25, 4.60, -2.96], [-3.66, 3.62, -4.46], [-2.31, 5.06, -5.60], [-0.80, 4.27, -4.94], [-0.82, 6.13, -2.96], [-2.28, 6.87, -3.92], [-0.01, 7.89, -4.53], [-0.73, 7.08, -6.02], [2.16, 8.00, -4.71], [-5.06, 2.21, -3.55], [-3.51, 0.36, -0.49], [-3.55, -0.17, -2.23], [-1.60, -1.28, -1.58], [-0.67, 0.26, -1.96], [-1.84, -0.62, 0.90], [-0.80, 0.87, 0.66], [0.93, -0.51, 0.96], [0.70, -0.89, -0.60], [1.17, -3.31, -2.10], [0.13, -3.32, -2.74], [-0.55, -2.32, -2.97], [-0.35, -4.60, -3.24], [0.36, -5.76, -2.97], [-0.11, -6.98, -3.43], [-1.29, -7.04, -4.17], [-1.99, -5.87, -4.46], [-1.53, -4.65, -3.99], [1.28, -5.73, -2.39], [0.44, -7.89, -3.21], [-1.65, -8.00, -4.53], [-2.91, -5.92, -5.03], [-2.09, -3.74, -4.22], [2.21, -9.19, -4.89], [2.68, -8.91, -3.80], [2.30, -7.98, -3.09], [3.80, -9.72, -3.31], [4.30, -10.76, -4.09], [5.37, -11.51, -3.62], [5.93, -11.23, -2.38], [5.42, -10.20, -1.60], [4.35, -9.44, -2.06], [3.87, -10.99, -5.06], [5.77, -12.32, -4.23], [6.77, -11.82, -2.02], [5.85, -9.98, -0.63], [3.96, -8.64, -1.44], [6.39, -8.43, 2.39], [5.55, -8.05, 1.59], [5.41, -8.53, 0.47], [4.66, -6.96, 1.99], [4.82, -6.37, 3.24], [3.99, -5.32, 3.61], [3.01, -4.86, 2.73], [2.85, -5.46, 1.49], [3.68, -6.52, 1.11], [5.59, -6.71, 3.93], [4.12, -4.85, 4.58], [2.37, -4.04, 3.02], [2.08, -5.11, 0.81], [3.54, -6.97, 0.14], [-3.54, -3.11, -5.19], [-4.71, -3.39, -5.44], [-5.46, -3.98, -4.67], [-5.24, -2.99, -6.74], [-4.41, -2.35, -7.66], [-4.91, -1.99, -8.91], [-6.24, -2.28, -9.23], [-7.07, -2.91, -8.31], [-6.57, -3.27, -7.06], [-3.38, -2.12, -7.42], [-4.27, -1.50, -9.63], [-6.63, -2.00, -10.21], [-8.10, -3.13, -8.56], [-7.22, -3.77, -6.35], [4.52, 6.88, 7.86], [3.75, 7.43, 7.09], [2.55, 7.57, 7.29], [4.29, 7.95, 5.83], [5.64, 7.77, 5.55], [6.15, 8.25, 4.34], [5.31, 8.89, 3.44], [3.97, 9.07, 3.73], [3.45, 8.60, 4.94], [6.31, 7.27, 6.24], [7.20, 8.11, 4.11], [5.71, 9.26, 2.49], [3.32, 9.58, 3.03], [2.40, 8.74, 5.15], [0.80, -1.25, 4.81], [1.74, -1.09, 4.04], [1.94, -1.78, 3.05], [2.68, -0.01, 4.33], [2.51, 0.77, 5.47], [3.42, 1.78, 5.75], [4.49, 2.01, 4.90], [4.66, 1.23, 3.75], [3.75, 0.22, 3.47], [1.67, 0.61, 6.14], [3.29, 2.39, 6.64], [5.21, 2.80, 5.12], [5.50, 1.42, 3.09], [3.89, -0.38, 2.57], [3.63, -1.96, 8.47], [2.96, -1.88, 9.49], [3.42, -1.89, 10.62], [1.50, -1.77, 9.34], [0.93, -1.80, 8.07], [-0.45, -1.72, 7.94], [-1.25, -1.62, 9.07], [-0.68, -1.58, 10.34], [0.71, -1.66, 10.48], [1.55, -1.88, 7.18], [-0.90, -1.75, 6.96], [-2.33, -1.56, 8.97], [-1.31, -1.50, 11.22], [1.14, -1.63, 11.47]]}


{"formula": "C47H55BrCl2InNO7P2", "method": "ωB97M-V/def2-TZVPD", "e_above_lowest_ev": 0.0205, "charge": -2, "mol_weight_g_mol": 1073.5, "symbols": ["In", "C", "C", "C", "P", "C", "C", "C", "C", "C", "C", "C", "C", "C", "C", "N", "C", "C", "C", "C", "C", "C", "C", "P", "C", "C", "C", "C", "C", "C", "H", "H", "H", "H", "H", "H", "H", "H", "H", "H", "H", "H", "H", "H", "H", "H", "H", "H", "H", "H", "H", "H", "H", "H", "H", "H", "H", "H", "H", "H", "H", "H", "H", "H", "H", "H", "H", "H", "H", "H", "Br", "C", "C", "C", "C", "C", "C", "C", "C", "C", "C", "H", "H", "H", "H", "H", "H", "C", "O", "H", "H", "H", "Cl", "C", "Cl", "C", "O", "O", "H", "O", "C", "O", "C", "C", "C", "C", "O", "C", "O", "C", "C", "H", "H", "H", "H", "H"], "coordinates": [[0.04, -0.38, -0.63], [1.84, 2.21, 5.26], [1.49, 0.89, 4.59], [0.20, 0.33, 5.18], [1.36, 0.74, 2.72], [2.97, 1.40, 2.04], [4.13, 0.69, 2.74], [3.24, 2.89, 1.88], [0.11, 2.01, 2.28], [0.24, 3.36, 2.63], [-0.69, 4.32, 2.27], [-0.47, 5.77, 2.57], [-1.80, 3.90, 1.53], [-1.95, 2.58, 1.18], [-1.00, 1.61, 1.54], [-1.22, 0.26, 1.14], [-2.31, -0.32, 1.74], [-3.01, 0.32, 2.80], [-4.17, -0.19, 3.35], [-4.73, -1.39, 2.93], [-6.00, -1.94, 3.51], [-4.00, -2.08, 1.96], [-2.82, -1.61, 1.39], [-1.76, -2.67, 0.37], [-1.08, -3.82, 1.69], [-0.39, -2.94, 2.74], [-2.01, -4.78, 2.43], [-2.86, -3.64, -0.80], [-3.93, -2.71, -1.38], [-3.49, -4.97, -0.40], [2.06, 2.05, 6.32], [1.01, 2.91, 5.21], [2.71, 2.69, 4.81], [2.29, 0.17, 4.82], [-0.64, 1.00, 4.95], [0.27, 0.24, 6.27], [-0.04, -0.65, 4.77], [2.91, 1.00, 1.02], [4.28, 1.08, 3.76], [5.06, 0.86, 2.19], [3.97, -0.39, 2.81], [3.39, 3.39, 2.85], [2.45, 3.39, 1.33], [4.16, 3.02, 1.30], [1.12, 3.69, 3.16], [0.35, 5.91, 3.29], [-1.36, 6.25, 2.98], [-0.19, 6.31, 1.66], [-2.54, 4.63, 1.22], [-2.82, 2.27, 0.62], [-2.63, 1.25, 3.20], [-4.65, 0.37, 4.15], [-6.49, -1.20, 4.15], [-5.82, -2.83, 4.13], [-6.71, -2.23, 2.74], [-4.37, -3.05, 1.65], [-0.31, -4.39, 1.16], [-1.15, -2.45, 3.36], [0.24, -2.18, 2.28], [0.22, -3.56, 3.39], [-2.85, -4.24, 2.88], [-1.46, -5.25, 3.25], [-2.41, -5.58, 1.81], [-2.15, -3.85, -1.61], [-4.76, -2.58, -0.69], [-4.32, -3.12, -2.32], [-3.53, -1.72, -1.59], [-4.17, -4.88, 0.44], [-2.73, -5.72, -0.14], [-4.06, -5.37, -1.25], [-2.89, 0.95, -1.77], [-2.60, 0.09, -3.42], [-3.45, 0.43, -4.44], [-3.37, -0.21, -5.68], [-2.46, -1.21, -5.86], [-1.57, -1.59, -4.82], [-0.68, -2.66, -5.02], [0.16, -3.05, -4.02], [0.18, -2.34, -2.81], [-0.64, -1.26, -2.54], [-1.58, -0.91, -3.56], [-4.19, 1.20, -4.26], [-4.04, 0.08, -6.48], [-2.39, -1.75, -6.80], [-0.69, -3.16, -5.98], [0.84, -3.88, -4.17], [0.88, -2.65, -2.04], [2.44, -2.17, 0.38], [1.08, -2.01, 0.20], [2.65, -3.16, 0.85], [2.89, -1.42, 1.05], [3.03, -2.14, -0.55], [2.25, 3.66, -3.24], [0.54, 3.59, -2.71], [-0.44, 2.72, -3.90], [0.49, 3.02, -1.26], [0.87, 3.83, -0.42], [0.05, 1.85, -1.11], [0.20, 4.61, -2.69], [2.08, 0.18, -3.33], [2.65, 0.29, -2.25], [2.15, 0.20, -1.08], [4.15, 0.58, -2.27], [4.93, 0.45, -1.13], [6.30, 0.70, -1.14], [6.84, 1.10, -2.34], [8.16, 1.43, -2.62], [8.18, 1.76, -4.00], [6.87, 1.65, -4.53], [6.07, 1.23, -3.47], [4.73, 0.98, -3.48], [4.44, 0.12, -0.22], [6.91, 0.60, -0.25], [8.85, 1.07, -4.53], [8.53, 2.79, -4.12], [4.10, 1.07, -4.36]]}


Sequential calculated total energy output: -213201.975 -7659.351 -8300.449 -34304.834 -153256.803 -184296.598 eV